{
  "formula": "CH4N2O",
  "method": "the ωB97M-V functional and the def2-TZVPD basis",
  "e_lumo_ev": 0.7,
  "e_tot_ha": -225.12154,
  "homo_energy_ev": -8.7,
  "relative_energy_kcal_mol": 107.0,
  "gap_ev": 9.43,
  "largest_force_ha_per_bohr": 0.046,
  "elements": ["C", "N", "N", "O", "H", "H", "H", "H"],
  "coordinates": [[1.822, 0.478, -0.018], [1.713, -0.656, 0.014], [-1.205, -0.264, 0.011], [-0.783, 0.997, 0.109], [2.083, 1.507, -0.115], [-0.406, -0.898, 0.146], [-1.511, -0.523, -1.001], [-1.712, -0.642, 0.854]],
  "forces_ev_per_angstrom": [[0.23, 0.61, -0.20], [-0.08, -0.95, 0.11], [1.00, -1.78, -0.58], [-0.31, 1.06, 0.13], [-0.29, 0.09, 0.12], [0.96, -0.14, -0.53], [-0.47, 0.31, 2.28], [-1.05, 0.80, -1.32]],
  "mulliken_charge": [0.22, -0.53, -0.19, -0.65, 0.28, 0.24, 0.31, 0.31]
}